C13H24N4O4S4Zr | ωB97M-V/def2-TZVPD

Summary:
HOMO level: -12.9 eV
Relative energy (zero: lowest compared OMol25 entry of this formula, charge and spin): 142.29 kJ/mol
DFT total energy: -2669.17810 hartree
Maximum force: 2.3 eV/Å
Lowest unoccupied orbital energy: -6.51 eV

ORCA input file:
```
! RIJCOSX wB97M-V def2-TZVPD def2/J DEFGRID3
* xyz 2 1
Zr 0.2725 0.3592 0.4070
N 2.5232 0.7164 -0.6254
C 2.7178 -0.6599 -1.1651
C 4.1819 -1.1306 -1.1139
C 4.5111 -2.5540 -1.5778
C 4.3315 -2.8688 -3.0699
N 2.9563 -3.1947 -3.4762
C 2.3201 -4.3211 -3.1601
N 2.9531 -5.2886 -2.5055
N 1.0521 -4.4980 -3.5255
C 1.8587 -1.6246 -0.3355
O 1.6039 -2.7259 -0.7196
O 1.4608 -1.0938 0.8420
H 2.7922 1.3957 -1.3287
H 3.1864 0.8400 0.1350
H 2.3401 -0.6772 -2.1839
H 4.5164 -1.0434 -0.0748
H 4.7738 -0.4163 -1.6960
H 3.9434 -3.2717 -0.9866
H 5.5628 -2.7169 -1.3411
H 4.9809 -3.7005 -3.3484
H 4.6461 -2.0322 -3.6919
H 2.4467 -2.5295 -4.0311
H 3.9264 -5.2146 -2.2712
H 2.4763 -6.1324 -2.2365
H 0.5262 -3.7675 -3.9723
H 0.5482 -5.3293 -3.2681
O -6.2818 0.0608 -0.9006
C -5.1345 -0.0861 -0.6315
S -3.8628 -0.3624 -1.8676
C -2.5313 -0.3650 -0.7446
C -2.7981 -0.1247 0.5553
S -1.6376 -0.0400 1.8798
S -4.4639 0.0936 1.0147
S -0.9400 -0.7222 -1.4188
C 1.1053 2.0036 2.6703
C 0.7684 3.0729 1.6469
O 0.2323 2.4638 0.4293
C 0.0380 3.4998 -0.6076
C -0.5150 2.9437 -1.8863
H 1.7546 2.4410 3.4255
H 1.6837 1.1708 2.2401
H 0.2227 1.6248 3.1717
H 1.6513 3.6381 1.3619
H 0.0217 3.7585 2.0349
H 1.0077 3.9719 -0.7475
H -0.6461 4.2228 -0.1710
H 0.1517 2.2183 -2.3492
H -0.6352 3.7732 -2.5835
H -1.4946 2.4885 -1.7422
*
```